DFT (ωB97M-V with the def2-TZVPD basis set) results for 3 unconnected molecules or ions with the total composition C31H74O7PSi.

```
114
Properties=species:S:1:pos:R:3:lowdin_charge:R:1
C 3.5556 -0.8948 0.1282 -0.1057
C 3.7331 0.5896 -0.3684 -0.2395
C 2.4584 0.9703 -1.1908 -0.2372
C 1.1877 1.2384 -0.2903 -0.2001
C -0.0403 1.2355 -1.2881 -0.1983
C -1.4185 1.5530 -0.6214 -0.2170
C -1.5281 2.9303 0.1156 -0.2085
C -3.0819 3.1994 0.3155 -0.2061
C -3.6654 3.8734 -0.9693 -0.2154
C -5.2109 3.6856 -1.1597 -0.1977
C -5.5924 2.9062 -2.4849 -0.2042
C -6.0589 1.4274 -2.2086 -0.2234
C -5.6692 0.4378 -3.3670 -0.2768
C -4.1760 -0.0604 -3.2115 -0.3789
P -4.0342 -1.9369 -2.6899 0.3087
C -3.5556 -1.3597 -0.8889 -0.3762
C -3.3122 -2.5367 0.0989 -0.3229
O -2.8208 -2.0120 1.3671 -0.2673
Si -4.0410 -1.7647 2.5312 0.4692
C -5.2343 -0.3184 2.0832 -0.1692
C -5.0903 -3.3351 2.8166 -0.1853
C -3.1574 -1.1955 4.1438 -0.1824
H 2.4807 -1.1288 0.2643 0.0708
H 4.0251 -1.5857 -0.5963 0.0412
H 4.1008 -0.9702 1.0955 0.0709
H 4.6040 0.6819 -1.0516 0.0976
H 3.7946 1.2970 0.4822 0.0933
H 2.5783 1.8986 -1.7984 0.1070
H 2.1442 0.1801 -1.9123 0.0971
H 1.2234 2.2494 0.1717 0.0855
H 1.0574 0.4429 0.4747 0.1092
H 0.1483 1.8442 -2.1957 0.1127
H -0.1080 0.1761 -1.6418 0.1092
H -2.1698 1.5715 -1.4462 0.0874
H -1.7401 0.7570 0.0837 0.1036
H -1.1089 3.7613 -0.4902 0.1051
H -1.0708 2.9138 1.1327 0.0967
H -3.2494 3.7707 1.2482 0.1035
H -3.5321 2.1795 0.3835 0.0889
H -3.1011 3.5059 -1.8588 0.1006
H -3.4088 4.9600 -0.9012 0.1032
H -5.6146 3.1676 -0.2649 0.1004
H -5.6652 4.6983 -1.2505 0.0926
H -4.7884 2.9634 -3.2477 0.1019
H -6.4955 3.4377 -2.8707 0.0945
H -5.6778 1.1205 -1.2137 0.0818
H -7.1757 1.4260 -2.1426 0.0991
H -6.3850 -0.4068 -3.4365 0.0722
H -5.6944 1.0566 -4.2984 0.0867
H -3.5845 0.1567 -4.1356 0.0589
H -3.7265 0.5789 -2.4114 0.0283
H -2.5914 -1.8650 -3.0153 -0.0550
H -3.8335 -3.3215 -2.2638 -0.0734
H -5.4368 -1.9899 -2.2983 -0.0441
H -4.3145 -2.3612 -4.0593 -0.0694
H -4.3540 -0.6576 -0.5656 0.0438
H -2.5782 -0.8388 -0.9993 0.0432
H -2.4687 -3.1319 -0.3267 0.1068
H -4.1738 -3.2297 0.1974 0.0875
H -4.7139 0.3863 1.4093 0.0022
H -5.5654 0.1970 3.0105 0.0229
H -6.1209 -0.7655 1.5880 0.0331
H -5.6054 -3.5841 1.8572 0.0262
H -4.4661 -4.2173 3.0608 0.0317
H -5.8921 -3.1247 3.5527 0.0284
H -2.2508 -0.6221 3.8307 0.0281
H -2.8622 -2.0371 4.7994 0.0187
H -3.7923 -0.4519 4.6781 0.0186
C 2.2507 5.2198 1.6663 -0.1057
O 2.3159 5.1760 3.0776 -0.2013
C 1.8112 3.9698 3.6327 -0.1882
C 2.6973 3.4621 4.7610 -0.1744
O 3.9636 2.9484 4.3551 -0.1233
C 4.9288 3.8660 3.8522 -0.1790
C 5.4815 4.8534 4.8718 -0.1959
O 4.5157 5.8353 5.2137 -0.2008
C 4.5057 6.1708 6.5851 -0.1167
H 1.2377 5.4821 1.3452 0.0884
H 2.9417 5.9915 1.3257 0.0870
H 2.5518 4.2684 1.2177 0.0754
H 1.7194 3.1900 2.8687 0.1187
H 0.8141 4.1838 4.0345 0.1274
H 2.1811 2.6148 5.2206 0.1280
H 2.8126 4.2085 5.5466 0.1109
H 4.5566 4.3762 2.9636 0.1131
H 5.7633 3.2437 3.5165 0.1263
H 6.3411 5.3732 4.4321 0.1243
H 5.8211 4.3032 5.7570 0.1224
H 4.5791 5.2803 7.2177 0.0850
H 3.5585 6.6660 6.8037 0.0884
H 5.3243 6.8598 6.8159 0.0849
C 2.7661 -3.0869 -2.7383 -0.1011
O 3.8878 -3.9403 -2.8875 -0.1990
C 4.4725 -4.3422 -1.6592 -0.2039
C 4.8441 -5.8184 -1.6764 -0.1795
O 3.7434 -6.7215 -1.6472 -0.1236
C 2.9081 -6.7958 -2.7994 -0.1728
C 3.5633 -7.3875 -4.0401 -0.1941
O 4.5062 -6.4878 -4.6037 -0.2000
C 5.6800 -7.1145 -5.0738 -0.1192
H 3.0965 -2.0619 -2.5514 0.0664
H 2.1997 -3.1114 -3.6691 0.0936
H 2.1076 -3.4219 -1.9320 0.0956
H 3.7982 -4.1505 -0.8175 0.1219
H 5.3847 -3.7495 -1.5181 0.1233
H 5.4031 -6.0218 -0.7583 0.1249
H 5.5191 -6.0517 -2.4996 0.1105
H 2.4496 -5.8304 -3.0119 0.1156
H 2.0899 -7.4625 -2.5140 0.1281
H 2.7902 -7.5729 -4.7946 0.1261
H 4.0324 -8.3432 -3.7778 0.1213
H 6.0460 -7.8660 -4.3664 0.0838
H 6.4493 -6.3487 -5.1848 0.0874
H 5.5015 -7.5776 -6.0494 0.0850
```

Summary:
E_HOMO	-3.4	eV
frontier orbital gap	5.6	eV
DFT total energy	-2382.8609	a.u.
charge	-1

DFT (ωB97M-V with the def2-TZVPD basis set) results for 3 unconnected molecules or ions with the total composition C26H50N2O9S.

```
88
Properties=species:S:1:pos:R:3:mulliken_spin:R:1
C -5.2088 -2.0168 -6.3696 0.0000
C -5.8621 -3.3665 -6.1756 0.0000
O -7.0395 -3.5324 -6.4023 0.0000
O -5.0629 -4.4002 -5.7588 0.0000
C -4.9951 -4.5154 -4.3255 0.0000
C -3.7594 -3.7923 -3.7438 0.0000
C -4.0777 -2.8534 -2.5712 0.0000
C -3.0499 -2.9942 -1.4324 0.0000
C -2.5714 -1.6892 -0.8596 0.0000
O -1.4754 -2.0241 0.0240 0.0001
S -0.3974 -0.8455 0.1403 0.0005
O -0.5281 -0.3690 1.4736 0.0000
O 0.8865 -1.2596 -0.2713 -0.0001
O -1.1054 0.0941 -0.9395 0.0006
C -1.9016 -0.7266 -1.8308 0.0001
O -1.0920 -1.4390 -2.6971 0.0000
H -5.6339 -1.3288 -5.6509 0.0000
H -4.1348 -2.0978 -6.2514 0.0000
H -5.4090 -1.7031 -7.3852 0.0000
H -4.9120 -5.5768 -4.1382 0.0000
H -5.9038 -4.1380 -3.8653 0.0000
H -3.3051 -3.2451 -4.5606 0.0000
H -3.0427 -4.5491 -3.4469 0.0000
H -4.1887 -1.8258 -2.9047 0.0000
H -5.0398 -3.1597 -2.1711 0.0000
H -2.1659 -3.5374 -1.7375 0.0000
H -3.4899 -3.5604 -0.6183 0.0000
H -3.2909 -1.0897 -0.3038 0.0000
H -2.5355 0.0083 -2.3162 0.0000
H -0.4188 -0.8317 -3.0170 0.0000
C -1.8609 4.0823 2.3076 0.0214
C -2.2018 3.8059 0.8164 0.0228
C -1.0136 3.1658 0.0947 0.0221
C 0.1133 4.1371 -0.2432 -0.0226
C -0.4395 5.3352 -1.0105 0.0280
C -1.5698 6.0382 -0.2600 0.0176
N -2.6346 5.0656 0.1404 0.3679
O -3.3887 4.7938 -0.8758 0.5569
C -0.9840 6.7651 0.9648 0.0171
C -2.1697 7.1308 -1.1363 -0.0093
C -3.3330 2.7832 0.8330 -0.0108
H -1.9177 5.1361 2.5651 -0.0117
H -2.5737 3.5917 2.9690 -0.0005
H -0.8664 3.7233 2.5753 0.0000
H -1.3633 2.7135 -0.8375 0.0028
H -0.6259 2.3483 0.7049 0.0037
H 0.6275 4.4594 0.6664 -0.0003
H 0.8627 3.6265 -0.8518 0.0014
H 0.3588 6.0526 -1.2114 0.0002
H -0.8039 4.9955 -1.9853 0.0042
H -1.7768 7.2115 1.5665 -0.0095
H -0.3280 7.5694 0.6329 0.0004
H -0.3845 6.1250 1.6084 -0.0001
H -2.5123 6.7486 -2.0957 0.0008
H -1.4126 7.8881 -1.3369 0.0004
H -3.0112 7.6149 -0.6390 -0.0009
H -4.2399 3.2036 1.2695 -0.0082
H -3.0238 1.9294 1.4369 0.0011
H -3.5725 2.4156 -0.1645 0.0042
C 6.2980 -2.5866 4.5799 0.0152
C 5.8268 -3.3084 3.2864 0.0183
C 6.6171 -2.8152 2.0679 0.0270
C 6.2008 -1.4337 1.5707 -0.0213
C 4.6946 -1.3944 1.3251 0.0220
C 3.8911 -1.8031 2.5578 0.0281
N 4.3573 -3.1209 3.0951 0.3656
O 3.8719 -4.0863 2.3833 0.5617
C 4.0090 -0.6940 3.6200 0.0225
C 2.4107 -1.8723 2.2070 -0.0206
C 6.1565 -4.7840 3.4853 -0.0049
H 5.5060 -2.0169 5.0575 -0.0099
H 6.6218 -3.3049 5.3323 -0.0010
H 7.1328 -1.9095 4.3929 0.0000
H 6.4883 -3.5278 1.2470 0.0037
H 7.6811 -2.8176 2.3123 0.0020
H 6.4997 -0.6632 2.2870 -0.0004
H 6.7288 -1.2079 0.6418 0.0019
H 4.3910 -0.3926 1.0150 -0.0004
H 4.4519 -2.0627 0.4931 0.0043
H 3.5098 -0.9883 4.5444 -0.0121
H 3.5234 0.2112 3.2562 0.0003
H 5.0352 -0.4192 3.8569 0.0007
H 2.2070 -2.5394 1.3772 0.0053
H 2.0598 -0.8881 1.9172 0.0012
H 1.8259 -2.2017 3.0684 -0.0076
H 5.5653 -5.2141 4.2946 -0.0043
H 7.2113 -4.8774 3.7442 0.0007
H 5.9835 -5.3720 2.5860 0.0015
```

Summary:
E_HOMO (alpha / beta)	-8.2 / -9.1	eV
frontier orbital gap (alpha / beta)	8.3 / 9.3	eV
multiplicity	3
DFT total energy	-2205.3743	a.u.
charge	0

DFT (ωB97M-V with the def2-TZVPD basis set) results for a single C3H4OS molecule.

```
9
Properties=species:S:1:pos:R:3:nbo_charge:R:1
C -0.9798 0.9899 0.0827 -0.2876
C 1.3907 -0.2802 -0.0349 -0.3497
C 0.4241 -1.1305 -0.1646 0.0823
H -1.7157 1.4911 -0.5917 0.2318
H -1.4702 0.6634 1.0589 0.1917
H 2.3827 -0.4166 -0.1858 0.2251
H 0.1490 -2.3310 0.0418 0.2549
O -0.7955 -0.4339 -0.4740 -0.5603
S 0.6147 1.4479 0.2676 0.2119
```

Summary:
E_HOMO	-8.1	eV
frontier orbital gap	8.8	eV
energy relative to the best compared isomer or geometry (same formula, charge and spin)	72.1	kcal per mole
SMILES	C1=CSCO1
DFT total energy	-590.0098	a.u.
charge	0

DFT (ωB97M-V with the def2-TZVPD basis set) results for a molecular structure, C21H28N5Os.

```
55
Properties=species:S:1:pos:R:3:nbo_charge:R:1
Os 0.2563 0.2443 0.4708 1.2048
C 2.2994 -3.6797 1.7488 -0.7094
C 1.7183 -2.4892 1.0691 0.3721
N 1.6488 -1.2809 1.5295 -0.4765
C 1.8107 -1.0929 2.9732 -0.2605
C 0.3731 -1.0622 3.4607 -0.2206
N -0.3534 0.0307 2.7527 -0.6126
C -0.2384 1.3128 3.5114 -0.2560
C 0.7460 2.2212 2.8286 -0.2407
N 0.3769 2.2566 1.3941 -0.6070
C -0.9247 2.9833 1.1706 -0.2346
C -1.9930 1.9673 0.7449 -0.2768
N -1.2890 1.0227 -0.1308 -0.2525
C -1.2387 1.1677 -1.6132 -0.0103
C -1.1441 2.6546 -1.9825 -0.6200
C 0.1391 -1.1493 -1.8010 0.2466
C -0.0890 -2.1422 -2.7342 -0.2017
C 0.3131 -3.4314 -2.3676 -0.1014
C 0.9621 -3.6729 -1.1550 -0.1741
C 1.0736 -2.6256 -0.2554 0.2020
N 0.5545 -1.4538 -0.5944 -0.4326
H 3.1849 -3.4289 2.3290 0.2718
H 2.5742 -4.4366 1.0175 0.2663
H 1.5630 -4.1321 2.4208 0.2797
H 2.3561 -0.1737 3.1774 0.2244
H 2.3472 -1.9084 3.4515 0.2488
H 0.2996 -0.9379 4.5410 0.2412
H -0.1024 -2.0078 3.1990 0.2206
H -1.3344 -0.2322 2.7647 0.4127
H 0.0631 1.1276 4.5416 0.2516
H -1.2210 1.7817 3.5612 0.2261
H 1.7701 1.8575 2.9078 0.2227
H 0.7210 3.2230 3.2606 0.2511
H 1.1030 2.7803 0.9084 0.4237
H -0.7746 3.7202 0.3881 0.2417
H -1.2170 3.5258 2.0688 0.2486
H -2.8356 2.4363 0.2374 0.2594
H -2.3962 1.4214 1.5963 0.2317
H -2.0198 3.2066 -1.6436 0.2489
H -1.1052 2.7654 -3.0614 0.2609
H -0.2386 3.1028 -1.5749 0.2236
H -0.4896 -1.9470 -3.7171 0.2628
H 0.1809 -4.2476 -3.0658 0.2736
H 1.3743 -4.6501 -0.9443 0.2713
C -1.0403 0.6756 -4.5447 0.0318
C 0.3004 0.8151 -4.2220 -0.3218
C 0.8530 0.5759 -2.9668 0.0923
C 0.1099 0.4735 -1.7359 -0.2589
C -2.2925 0.4714 -2.4033 0.0226
C -2.1696 0.3156 -3.7376 -0.3026
H -1.2548 0.7311 -5.6087 0.2667
H 0.9917 0.9407 -5.0470 0.2815
H 1.9121 0.3334 -2.9297 0.2592
H -3.1975 0.1304 -1.9100 0.2492
H -3.0168 -0.0897 -4.2789 0.2785
```

Summary:
E_HOMO (alpha / beta)	-18.4 / -18.4	eV
frontier orbital gap (alpha / beta)	7.1 / 7.1	eV
energy relative to the best compared isomer or geometry (same formula, charge and spin)	94.1	kcal per mole
DFT total energy	-1180.3637	a.u.
charge	+3

DFT (ωB97M-V with the def2-TZVPD basis set) results for 3 unconnected molecules or ions with the total composition C2H9NO.

```
13
Properties=species:S:1:pos:R:3:nbo_charge:R:1
N -0.1398 -0.9088 -3.1465 -1.0700
H 0.8638 -1.0870 -3.0761 0.3532
H 3.8767 -3.4473 3.2269 -0.0013
H -0.2204 0.1019 -3.0431 0.3596
H -0.3693 -1.1781 -4.0906 0.3582
C -0.8688 0.4755 1.5915 -0.1188
O -0.1227 1.4304 0.8514 -0.4905
C 0.1902 0.0395 0.6698 -0.1276
H -0.7082 0.5680 2.6437 0.1850
H -1.8491 0.1884 1.2250 0.1764
H 1.0693 -0.4916 1.0200 0.1851
H -0.1917 -0.2336 -0.3083 0.1894
H 3.6721 -3.4305 3.9529 0.0014
```

Summary:
E_HOMO	-10.3	eV
frontier orbital gap	11.3	eV
energy relative to the best compared isomer or geometry (same formula, charge and spin)	60.3	kcal per mole
SMILES	[H][H].C1CO1.N
DFT total energy	-211.4891	a.u.
charge	0